(1)
27
Properties=species:S:1:pos:R:3:forces:R:3 method="wB97M-V/def2-TZVPD" e_homo_ev=-8.78 e_tot_ha=-871.883034 charge=0 relative_energy_kcal_mol=0.0 homo_lumo_gap_ev=9.23
N -0.481330 0.795776 -2.552840 -0.5 -2.7 -0.3
H -1.434837 1.434163 1.775072 1.3 -0.4 -0.7
C 0.128289 -1.828932 1.205880 1.6 -1.5 -0.2
C -0.810930 0.260371 0.302464 -0.5 2.7 -1.8
C 2.094257 3.334892 0.464278 -0.4 0.9 -1.9
C 1.330244 -2.801527 1.191371 -0.8 -1.5 0.3
H 1.495250 0.682735 1.172297 -0.4 0.1 0.3
O 2.251258 3.732540 -0.596993 0.7 0.4 -1.7
H -0.578731 1.371269 -3.357710 -0.1 0.1 -1.0
O -0.567029 1.083968 1.438614 -1.9 -0.2 -0.8
O 1.835398 3.008130 1.512527 -0.3 -1.4 3.6
O -0.949560 -2.596802 0.805211 -1.0 -0.4 -1.4
H 1.447786 -3.621902 1.944643 -1.1 0.9 -0.3
N -1.233611 2.544985 -1.086667 -0.4 2.5 1.4
H -1.840098 -0.126594 0.273966 0.7 -0.3 0.1
O -1.329853 3.635868 -2.028302 -1.6 -4.0 -2.5
H -0.907319 4.349988 -1.664723 1.7 2.4 2.0
H -0.590853 -3.072584 0.004921 -0.7 0.2 1.2
H 0.517327 -1.059278 -0.712778 0.0 -1.0 -2.5
H 2.191285 -2.247953 1.331822 2.1 1.2 -0.2
C -0.938112 1.400463 -1.442256 0.9 -2.7 3.6
H 1.499100 -2.900159 -0.687531 1.1 2.4 -3.0
H -0.012527 -1.437675 2.183862 -0.3 0.3 0.9
O 1.310427 -3.519471 -0.060079 -0.6 -1.9 2.8
H -0.703220 -0.258546 -2.665327 0.5 2.8 0.2
O 1.593197 0.021705 0.483077 0.0 -0.5 -0.3
C 0.373468 -0.675702 0.227286 -0.1 1.5 2.4

---

(2)
21
Properties=species:S:1:pos:R:3:forces:R:3 method="wB97M-V/def2-TZVPD" e_homo_ev=-8.98 smiles=CC[C@H]([SiH3])n1ccnc1 e_tot_ha=-634.748622 charge=0 relative_energy_kcal_mol=80.3 homo_lumo_gap_ev=9.83
C -0.680771 0.382655 0.548724 1.7 0.7 -2.2
C -1.433069 -0.678885 -0.328582 2.3 1.6 1.4
H -0.780211 0.138964 1.578484 0.0 0.0 1.0
H -1.410347 2.399523 -1.182163 0.5 0.8 -3.0
C -0.949227 -2.064137 0.032325 -0.3 0.8 -1.7
H -1.055613 -0.390721 -1.306411 -0.8 -0.3 -0.5
H 1.037500 0.679011 -1.912333 0.1 -0.8 1.1
H -0.933893 -2.612030 -0.892374 -0.3 -0.9 -0.1
N 2.925018 -0.292402 0.560398 3.0 -0.5 -1.5
H 1.816948 -0.313274 2.198989 -1.3 0.6 -0.8
H -2.854852 2.121431 0.503374 1.1 0.0 -0.1
Si -1.329367 2.186029 0.147394 -1.8 -2.0 4.1
H -1.467368 -2.555075 0.807790 -0.7 -0.5 0.8
C 1.799436 -0.081743 1.114435 -0.2 -0.6 2.2
H -0.791821 3.123540 1.143391 0.4 0.3 -0.4
N 0.834256 0.270570 0.236838 -2.0 0.2 1.0
H -2.426499 -0.398915 -0.111829 -1.6 -0.4 -0.5
C 1.473469 0.241936 -0.979374 -2.4 1.8 -2.1
H 0.065416 -1.926793 0.276749 1.4 -0.3 0.6
H 3.409525 -0.163566 -1.646887 0.6 -0.1 0.8
C 2.751475 -0.066126 -0.788936 0.4 -0.4 0.1

---

(3)
21
Properties=species:S:1:pos:R:3:forces:R:3 method="wB97M-V/def2-TZVPD" e_homo_ev=-9.15 smiles="C/C(=N/C#N)[Si](C)(C)C" e_tot_ha=-634.813226 charge=0 relative_energy_kcal_mol=39.8 homo_lumo_gap_ev=9.53
H 1.375760 -3.153519 0.117760 0.0 0.0 0.0
C 0.982746 -1.061559 -0.041623 -1.8 2.1 0.6
N 3.567458 1.222962 -0.055547 0.1 0.5 0.0
C 2.856280 0.315067 -0.063815 0.5 1.2 0.0
N 2.225520 -0.816076 -0.082299 0.0 -2.0 -0.1
H -2.408349 -1.132753 -0.024210 0.0 -0.1 -0.2
Si -0.478188 0.476759 0.076465 1.0 -1.2 -0.5
C 0.542301 -2.477919 -0.066195 0.0 -0.1 0.0
H 0.119471 -2.698073 -1.046220 -0.1 -0.1 -0.1
H -1.386108 1.711913 -1.925863 -0.1 0.1 0.0
H 0.350709 1.503891 -2.057212 0.2 0.1 0.0
C -0.569193 1.017459 -1.748168 -0.1 0.0 0.7
H -2.913991 0.418067 0.607292 -0.1 0.2 0.0
H 0.982987 2.350313 0.845614 0.1 0.0 -0.1
H -0.241318 -2.635998 0.673647 -0.1 -0.1 0.0
H 0.424004 1.424545 2.221103 0.0 -0.2 0.1
C -2.115051 -0.317660 0.630724 0.6 0.3 -0.2
H -0.720585 0.164554 -2.404537 0.0 -0.2 0.0
C 0.124819 1.829550 1.259573 -0.1 -0.5 -0.5
H -2.063183 -0.706115 1.643402 0.1 0.0 0.2
H -0.656087 2.564598 1.440119 -0.2 0.0 0.0

---

(4)
21
Properties=species:S:1:pos:R:3:forces:R:3 method="wB97M-V/def2-TZVPD" e_homo_ev=-13.42 e_tot_ha=-399.718193 charge=+1 relative_energy_kcal_mol=102.2 homo_lumo_gap_ev=9.53
H -0.453974 1.419377 -2.216406 0.6 0.0 1.6
C 1.670346 -0.322835 0.343596 -0.3 1.9 0.2
C 1.352026 -1.484002 -0.168859 0.6 0.7 1.2
H -1.809079 -1.821434 -1.164566 0.1 0.5 1.6
H -1.350023 -1.168653 1.846749 -0.6 1.7 -0.1
H -2.261866 0.531659 -0.361703 1.4 -1.3 0.7
C 0.113952 -1.989167 -0.626904 -1.9 0.5 0.3
C -1.044361 -1.346552 -0.482997 -1.5 -0.6 -2.8
H 2.502624 0.495996 1.976290 0.2 0.3 0.6
H -0.024614 1.467199 0.766924 -0.3 -0.3 0.2
H 0.015535 -3.001213 -0.994456 0.6 0.1 -0.3
N -0.165192 0.921241 -0.077158 -0.9 -1.8 0.8
N 2.347884 0.611311 0.997905 -1.1 -2.7 -1.6
C -1.356524 -0.024824 0.120462 0.0 2.3 0.4
N -1.608622 -0.171832 1.596679 4.4 -1.8 -1.9
C -0.194733 1.836138 -1.186339 0.1 2.9 -1.9
H -2.541767 -0.065170 1.654602 -4.0 0.3 1.0
H -0.912361 2.832848 -1.127751 1.5 -2.6 0.5
H 2.048106 -2.268807 -0.133546 1.8 -0.5 0.2
H 0.867819 2.255217 -1.200270 -1.4 -0.3 -0.5
H 2.804827 1.293504 0.437742 0.6 0.7 0.0

---

(5)
21
Properties=species:S:1:pos:R:3:forces:R:3 method="wB97M-V/def2-TZVPD" e_homo_ev="-12.44 / -12.44" e_tot_ha=-399.667197 charge=+1 relative_energy_kcal_mol=134.2 homo_lumo_gap_ev="7.64 / 7.64"
H 3.523198 -1.803405 -0.227845 0.0 -1.6 -2.5
H -1.918719 -1.392580 -1.517726 -0.1 -1.1 0.8
H -3.442864 -0.519075 -0.988790 1.2 -0.6 0.2
C -1.696453 -0.040312 0.161835 1.2 0.8 -1.0
H -2.760198 -0.064568 1.897175 -1.0 0.2 0.8
N 1.043888 1.973274 -0.729576 3.8 -3.5 -0.9
H 3.953398 -1.292770 1.399248 -0.2 0.7 -0.9
H -2.193661 0.096617 -1.992624 0.4 1.0 0.6
N 1.833972 0.222557 -0.656508 -2.4 1.8 0.5
H 2.194811 -0.149910 -1.519763 0.0 0.7 -1.1
H -2.401554 -1.674527 1.194771 -1.0 -1.8 -0.1
C 2.751251 0.131332 0.353554 0.8 -1.6 0.3
C -2.314570 -0.491670 -1.078496 -2.3 0.2 -2.2
C -2.074067 -0.720850 1.423141 3.1 1.8 0.3
C -0.197766 1.870187 -0.446793 -3.3 2.2 0.5
C 3.538576 -1.005132 0.401402 -0.9 3.5 3.9
H 1.569525 2.700166 -1.211513 -0.7 0.0 0.2
H -0.846288 2.860804 -0.508545 1.4 -1.8 0.0
H 2.504839 0.849508 1.136818 0.8 -0.5 0.2
N -0.826179 0.885175 0.118206 0.4 -0.1 0.5
H -1.127192 -0.752888 2.025778 -1.1 -0.1 -0.2

---

(6)
23
Properties=species:S:1:pos:R:3:forces:R:3 method="wB97M-V/def2-TZVPD" e_homo_ev=-2.83 e_tot_ha=-550.517975 charge=-1 relative_energy_kcal_mol=0.0 homo_lumo_gap_ev=6.70
C 1.062856 0.790562 0.321856 3.9 -1.0 -1.7
H 0.129225 3.550378 -0.132329 -0.5 -1.5 0.1
C -1.103319 1.624770 -0.250346 1.4 -0.2 0.0
H 0.226520 1.407360 1.997974 0.7 0.9 1.0
N -0.236775 -2.853697 0.880063 0.3 -4.1 2.2
H 1.951705 1.000051 -0.311274 0.2 0.1 0.4
H 0.641049 -2.271939 -0.836521 -0.1 -1.1 -0.3
H 0.676202 -4.133675 -0.365681 -0.1 0.7 0.3
O -1.203014 -0.265298 -2.420087 0.7 -0.7 -0.8
N 0.409225 -3.148327 -0.212753 -0.3 0.8 0.6
C -0.343123 2.717373 0.514351 0.9 1.4 -1.5
H -0.931744 -3.655705 2.498053 0.6 0.3 -0.7
C -0.019105 -0.324657 -1.610634 -1.6 0.2 -0.5
O 0.763980 -1.314719 -1.891400 0.2 1.3 0.0
H -0.977991 -0.847083 -3.181235 -0.2 0.4 0.8
N -0.315493 -3.925193 1.705333 -0.5 2.7 -1.7
H 1.517660 2.721657 1.511010 0.5 -0.9 0.4
C 0.787115 1.965107 1.228910 -2.6 -0.7 0.3
H 1.361123 -0.206164 0.731177 -0.4 0.9 0.7
H -1.626499 2.006560 -1.069783 -1.0 0.6 -1.3
H -1.808622 1.164922 0.422285 -0.5 -0.3 0.4
C -0.012587 0.633748 -0.661738 -1.1 0.3 0.4
H -0.948388 3.363968 1.132771 -0.5 -0.3 0.8

---

(7)
28
Properties=species:S:1:pos:R:3:forces:R:3 method="wB97M-V/def2-TZVPD" e_homo_ev="-11.95 / -12.27" multiplicity=3 e_tot_ha=-10546.183657 charge=+1 relative_energy_kcal_mol=7.2 homo_lumo_gap_ev="7.12 / 5.94"
W -1.694978 0.956099 2.649775 -1.1 1.3 1.6
Se -0.731379 2.943843 1.877505 0.0 -0.1 0.0
H 0.043073 3.087420 -2.213242 0.0 0.0 0.0
C -0.463888 0.487583 5.516914 0.0 0.0 0.0
N -0.896962 0.617398 4.397401 0.0 -0.1 -0.3
H 2.371682 -2.506387 -1.277380 0.0 0.1 0.0
C 0.282201 -2.751203 -1.740851 0.1 0.1 0.0
H -0.789254 2.053645 -3.377479 0.0 0.0 0.0
H -0.604640 -2.143063 -1.921417 0.0 0.0 0.0
O -0.049155 0.374561 6.593047 0.0 0.0 -0.1
Se -1.834463 -1.527721 2.112843 -0.3 0.1 -0.9
Se -3.843432 1.611212 3.212538 1.7 -0.4 -0.5
H 0.492714 -3.333831 -2.636792 0.0 0.0 0.0
Se -2.284242 -0.017389 0.435542 0.0 -1.2 0.0
H 0.989041 1.956221 -0.268774 -0.1 0.0 0.2
S 1.038304 0.420987 1.947963 -0.2 0.2 -0.3
C 0.520513 0.976122 -2.061295 -0.1 0.1 0.0
H 1.284531 -1.848627 0.706072 0.0 0.1 0.2
H 0.019164 0.027585 -2.246309 0.0 0.1 0.0
N 0.937694 1.026045 -0.650720 -0.2 0.0 -0.5
H -1.310067 2.069498 -1.689272 0.0 0.0 0.0
N 1.276648 -1.219719 -0.082185 -0.2 -0.3 -0.3
C 1.482350 -1.884317 -1.376279 -0.1 -0.1 -0.1
H 0.057713 -3.448821 -0.932277 0.0 0.0 0.0
H 1.394939 1.052264 -2.709868 0.0 -0.1 0.0
C 1.066512 0.044845 0.225129 0.3 0.2 0.8
H 1.686913 -1.143741 -2.142924 0.1 -0.1 0.1
C -0.441526 2.119499 -2.347664 0.1 -0.1 0.0

---

(8)
22
Properties=species:S:1:pos:R:3:forces:R:3 method="wB97M-V/def2-TZVPD" e_homo_ev=-13.14 smiles=C[N+]1(SC#N)CCNCC1 e_tot_ha=-797.908083 charge=+1 relative_energy_kcal_mol=76.6 homo_lumo_gap_ev=7.48
C -0.657760 -0.008216 -1.538536 -3.2 0.8 1.0
C 1.114091 1.294977 0.486774 0.0 1.5 0.5
N -0.576684 -0.380536 -0.080007 -2.9 2.5 1.1
H 0.174017 -1.621953 1.236038 -0.2 -0.8 4.6
C 0.338350 -1.428679 0.282127 1.7 -0.5 -4.9
H -1.303356 0.961666 -1.614844 0.5 -2.2 0.1
N 2.066242 0.197075 0.633170 0.6 2.0 -0.3
C -0.347227 0.872538 0.814506 2.0 -0.6 -0.3
H 2.295505 -0.048252 1.566838 0.2 0.4 1.0
H -1.079404 -0.922370 -1.977917 0.1 0.8 -0.5
C 1.823410 -0.987047 -0.065141 -3.3 0.2 -1.6
H -0.404933 0.749410 1.886875 -0.2 -1.3 0.2
N -3.826856 1.290388 -0.182019 -0.5 0.8 -0.1
H 2.403423 -1.742560 0.349385 1.4 -1.4 0.2
H -1.064486 1.632647 0.642195 -0.7 0.6 -1.0
H 0.208053 0.338602 -1.982125 2.3 -0.1 -0.5
S -2.366884 -1.063015 0.351132 1.3 0.0 -0.1
H 0.095403 -2.330774 -0.272708 -0.2 -0.1 -0.3
H 1.413552 2.209042 1.222950 -0.7 -2.1 -2.1
C -3.260837 0.321232 0.050012 0.6 -0.6 0.1
H 1.901320 -0.938869 -1.208183 0.3 0.0 1.7
H 1.055055 1.604699 -0.600523 0.8 0.2 1.3

---

(9)
23
Properties=species:S:1:pos:R:3:forces:R:3 method="wB97M-V/def2-TZVPD" e_homo_ev=-8.42 smiles="Cc1nn(C)c(=O)n1N(C)C" e_tot_ha=-530.024441 charge=0 relative_energy_kcal_mol=28.8 homo_lumo_gap_ev=9.30
C -3.651891 0.501656 0.429389 0.2 -1.1 1.9
H 0.410294 -2.771626 -0.519046 0.0 -0.5 0.1
H -4.258966 -0.207821 -0.066444 -0.6 -1.0 -0.6
H -3.731767 1.388664 -0.109164 -0.4 1.9 -0.4
C -0.567172 -1.222770 0.397565 -0.6 1.2 0.2
N -2.267363 0.116985 0.299744 0.5 0.9 0.2
C 1.902365 0.971463 0.788339 1.7 1.1 -0.9
H -4.034727 0.535545 1.500393 0.8 0.3 -1.2
H 3.006972 0.776012 0.687394 -1.0 0.0 0.3
N -1.827698 -1.115688 0.681415 0.0 -1.5 -0.1
H 2.710126 0.888371 -1.683904 1.4 -0.8 0.0
C 0.245420 -2.461166 0.515631 -0.5 -0.5 0.6
N 1.262366 0.241054 -0.270135 0.9 0.4 -1.9
C -1.285498 0.926311 -0.145903 3.5 -0.5 -0.6
O -1.170480 2.067111 -0.566978 -1.0 -0.8 0.6
H 1.524430 0.537674 1.658728 -0.3 -0.1 1.9
H 1.170067 0.695942 -2.412408 -1.0 -0.8 -1.0
N -0.075050 -0.019018 -0.091721 -2.7 0.4 0.1
H 1.513245 2.033640 -1.335468 -0.2 -0.8 -0.5
H -0.250601 -3.292809 1.160263 0.9 1.7 -1.3
H 1.824044 2.111241 0.714544 -0.5 -1.4 0.3
H 1.227853 -2.155096 0.872120 0.0 -0.4 0.3
C 1.671726 0.930998 -1.523886 -1.3 2.2 1.8

---

(10)
24
Properties=species:S:1:pos:R:3:forces:R:3 method="wB97M-V/def2-TZVPD" e_homo_ev=-14.31 e_tot_ha=-563.700529 charge=+2 relative_energy_kcal_mol=3.2 homo_lumo_gap_ev=8.61
C -3.024744 -3.820131 0.693233 2.8 3.4 2.5
N -1.950097 -2.753045 0.847051 -4.1 -2.9 -0.9
H 6.634807 9.867230 -2.431002 0.4 -0.1 0.3
H -0.285801 -3.509937 1.544215 1.1 -0.2 0.2
N 0.780045 -0.728123 2.292997 -1.1 -0.2 -1.8
H 0.919695 -1.053107 3.225243 -0.4 -0.5 0.9
N -3.632523 -3.570025 -0.444882 2.2 0.2 1.4
C -1.909045 -2.128452 -0.343137 -0.7 -1.1 0.3
N -0.988583 -1.208500 -0.712956 1.6 0.7 -0.5
H -5.361534 -4.790676 -0.427787 1.4 0.9 0.0
C -0.882232 -2.648487 1.790319 2.3 1.2 -3.4
N -4.737487 -4.106644 -0.896012 -3.1 -1.0 -2.7
C -2.905047 -2.647158 -1.123321 0.3 1.1 -1.7
H -1.120497 -2.704934 2.754662 -1.6 -0.2 3.9
H 0.570020 0.020796 -0.187212 -0.2 -1.3 0.4
H 7.754383 10.608757 -1.463732 -0.2 -1.2 0.5
H 7.770596 8.850019 -1.794975 0.8 0.6 -0.1
H 6.596064 9.393308 -0.904294 -0.6 0.5 1.5
N 7.239007 9.706866 -1.597046 -0.4 0.2 -2.3
C -0.068323 -1.309228 1.531367 1.7 -1.1 0.3
C -0.054168 -0.866691 0.106388 -1.7 1.5 -0.1
H -3.405083 -4.254183 1.602704 -0.2 -0.4 -0.3
H -2.956202 -2.513590 -2.189441 -0.6 0.2 0.0
H -4.983251 -3.834065 -1.872381 0.3 -0.5 1.5

---

(11)
27
Properties=species:S:1:pos:R:3:forces:R:3 method="wB97M-V/def2-TZVPD" e_homo_ev="-1.83 / -4.64" multiplicity=3 e_tot_ha=-769.382052 charge=-1 homo_lumo_gap_ev="5.54 / 7.46"
N -0.899208 -1.342670 -0.794445 2.7 -0.8 -3.2
H 1.346775 -3.340730 -1.064156 -0.4 0.6 -0.5
C 0.095213 -2.986824 0.561423 -0.8 1.2 -1.2
H 1.548895 0.490753 -3.351454 0.7 -0.6 0.0
C -0.794593 2.386055 1.295017 0.0 1.2 -1.3
N -1.799800 -1.216573 0.064519 -2.5 -0.3 5.0
H 0.717651 2.003177 -3.134848 -0.1 1.1 -1.2
N 0.087666 -2.305494 -0.566223 0.3 -0.1 0.0
H 1.150802 1.231688 1.092409 -1.1 0.9 -0.8
N 0.468528 2.041482 -0.785187 -0.6 2.7 -1.0
C -1.709328 -1.907340 1.228289 3.9 -0.9 -4.8
N -2.679434 -1.760612 2.098136 -4.6 1.8 0.5
O 1.806404 -4.020842 -0.536513 0.6 -1.1 0.9
H -0.298401 0.477367 -3.462677 2.3 1.1 1.5
N -0.757665 -2.866888 1.560865 -1.9 1.1 1.2
H 1.175411 3.059921 0.896303 -0.8 -1.8 -0.9
C 0.630604 1.015429 -1.428695 0.9 -3.1 -2.5
O -3.726208 -1.070831 1.765482 0.4 -0.6 0.8
H -2.501270 -1.825838 3.050400 0.5 -0.5 2.1
H -0.593378 2.979948 2.197608 -0.3 -0.5 0.0
H -1.438219 1.541876 1.461725 0.0 -0.6 0.3
C 0.561669 2.092977 0.586554 1.4 1.3 4.1
C 0.684125 0.961510 -2.947980 -3.3 -0.1 0.0
H -1.395837 3.040639 0.596044 0.7 -0.5 0.7
N 1.103811 -3.862215 0.686530 1.9 -3.1 1.0
H 0.831779 0.052739 -1.040805 0.3 -0.9 1.3
H 1.025583 -4.798361 1.242502 -0.3 2.6 -1.7

---

Number 1: molecular weight 224.17 g mol⁻¹. Number 2: molecular weight 140.26 g mol⁻¹. Number 3: molecular weight 140.26 g mol⁻¹. Number 4: molecular weight 126.18 g mol⁻¹. Number 5: molecular weight 126.18 g mol⁻¹. Number 6: molecular weight 158.18 g mol⁻¹. Number 7: molecular weight 673.93 g mol⁻¹. Number 8: molecular weight 158.25 g mol⁻¹. Number 9: molecular weight 156.19 g mol⁻¹. Number 10: molecular weight 168.20 g mol⁻¹. Number 11: molecular weight 214.21 g mol⁻¹.